# C72H72N6PRbTe

C72H72N6PRbTe as an isolated structure (ωB97M-V/def2-TZVPD, the OMol25 dataset).

```
153
C72H72N6PRbTe ωB97M-V/def2-TZVPD
Rb 0.187 -0.057 0.096
C 6.205 -3.647 1.808
C 4.779 -4.181 1.989
C 3.798 -3.561 1.041
C 3.422 -4.031 -0.181
C 3.928 -5.259 -0.877
C 2.949 -6.436 -0.820
C 2.496 -3.040 -0.731
C 1.924 -3.118 -2.009
C 1.252 -2.121 -2.721
C 0.823 -2.230 -4.120
C 0.898 -3.470 -4.954
C -0.204 -4.474 -4.591
C 0.361 -1.000 -4.471
C 0.533 -0.148 -3.290
C 0.338 1.241 -3.274
C 0.757 2.163 -2.304
N 1.334 1.849 -1.132
C 1.720 2.994 -0.540
C 2.372 3.080 0.694
C 2.773 2.033 1.536
N 2.539 0.726 1.317
C 3.212 0.024 2.249
C 3.420 -1.361 2.230
C 3.126 -2.270 1.202
N 2.337 -2.024 0.140
C 3.866 0.941 3.186
C 3.603 2.197 2.731
C 4.078 3.498 3.301
C 2.992 4.222 4.106
C 4.744 0.553 4.338
C 6.201 0.350 3.901
C 1.379 4.138 -1.393
C 0.743 3.622 -2.478
C 0.168 4.357 -3.650
C 1.176 4.490 -4.799
C 1.779 5.559 -1.123
C 0.974 6.251 -0.015
N 1.027 -0.872 -2.272
C -0.100 -0.544 -5.821
C 1.073 -0.010 -6.654
H 6.897 -4.128 2.505
H 6.231 -2.570 1.978
H 6.557 -3.831 0.791
H 4.465 -3.997 3.021
H 4.788 -5.266 1.848
H 4.880 -5.564 -0.431
H 4.132 -5.025 -1.926
H 2.711 -6.684 0.217
H 3.370 -7.324 -1.301
H 2.018 -6.171 -1.321
H 2.106 -4.043 -2.549
H 1.875 -3.943 -4.813
H 0.818 -3.221 -6.016
H -0.168 -4.706 -3.526
H -0.100 -5.403 -5.160
H -1.187 -4.047 -4.802
H -0.074 1.677 -4.179
H 2.652 4.079 1.014
H 4.025 -1.755 3.044
H 4.414 4.152 2.491
H 4.944 3.326 3.948
H 2.106 4.396 3.493
H 3.352 5.189 4.470
H 2.691 3.621 4.967
H 4.374 -0.372 4.789
H 4.703 1.325 5.112
H 6.263 -0.465 3.179
H 6.846 0.116 4.754
H 6.577 1.253 3.417
H -0.163 5.349 -3.333
H -0.723 3.829 -3.996
H 2.084 4.985 -4.449
H 0.760 5.071 -5.626
H 1.460 3.503 -5.171
H 1.689 6.142 -2.043
H 2.838 5.565 -0.843
H -0.023 6.502 -0.371
H 1.465 7.175 0.303
H 0.868 5.599 0.853
H -0.850 0.243 -5.710
H -0.581 -1.372 -6.351
H 1.513 0.856 -6.157
H 0.760 0.283 -7.661
H 1.850 -0.772 -6.737
C -0.397 -5.662 -0.177
C -1.446 -5.305 -1.011
C -2.077 -4.080 -0.854
C -1.679 -3.202 0.151
C -0.571 -3.538 0.932
C 0.058 -4.762 0.775
P -2.569 -1.639 0.576
C -3.583 -2.289 1.978
C -4.486 -1.388 2.544
C -5.335 -1.771 3.568
C -5.284 -3.067 4.067
C -4.364 -3.961 3.542
C -3.517 -3.576 2.509
C -3.872 -1.612 -0.720
C -4.878 -2.588 -0.745
C -5.740 -2.683 -1.823
C -5.592 -1.806 -2.893
C -4.638 -0.805 -2.826
C -3.768 -0.653 -1.739
H 0.075 -6.631 -0.277
H -1.774 -5.984 -1.789
H -2.886 -3.811 -1.516
H -0.202 -2.837 1.673
H 0.924 -5.003 1.382
H -4.526 -0.375 2.165
H -6.036 -1.056 3.982
H -5.958 -3.378 4.858
H -4.306 -4.971 3.932
H -2.812 -4.291 2.105
H -4.977 -3.293 0.074
H -6.516 -3.441 -1.832
H -6.240 -1.897 -3.760
H -4.571 -0.076 -3.633
N -0.890 4.251 5.621
C -0.630 3.181 5.288
C -0.309 1.843 4.924
C 0.301 0.991 5.849
C 0.596 -0.299 5.463
C 0.267 -0.703 4.176
N -0.325 0.095 3.294
C -0.595 1.337 3.653
H 0.531 1.352 6.843
H 1.079 -0.985 6.145
H 0.502 -1.705 3.832
H -1.065 1.971 2.908
Te -2.794 1.507 -1.738
C -2.892 3.890 -1.720
C -2.197 4.871 -1.009
C -2.562 6.212 -1.057
C -3.630 6.624 -1.842
C -4.325 5.677 -2.582
C -3.954 4.341 -2.509
C -3.954 1.812 0.012
C -5.305 1.497 0.116
C -6.028 1.838 1.254
C -5.409 2.476 2.318
C -4.054 2.777 2.234
C -3.342 2.451 1.090
H -1.342 4.584 -0.403
H -2.021 6.954 -0.477
H -3.919 7.670 -1.871
H -5.160 5.986 -3.204
H -4.514 3.604 -3.084
H -5.804 0.991 -0.702
H -7.084 1.596 1.312
H -5.973 2.741 3.204
H -3.558 3.276 3.061
H -2.291 2.708 1.015
```

The charge is -2. As for the multiplicity: 1. The energy above the lowest of the compared OMol25 structures with the same formula, charge and spin comes out at 2.14 kJ/mol. The highest occupied orbital energy comes out at -1.3454 eV. The energy comes out at -3748.8414 Ha. For the LUMO energy, the calculation gives 3.39 eV.

=====

# C73H137N5O26

A 12-piece molecular cluster, C73H137N5O26 overall (ωB97M-V/def2-TZVPD, the OMol25 dataset).

```
241
C73H137N5O26 ωB97M-V/def2-TZVPD
C -11.390 25.467 -15.521
C -10.910 26.828 -16.009
C -10.134 26.844 -17.279
O -10.675 28.001 -17.829
C -11.880 28.397 -17.355
O -12.709 29.138 -17.848
O -12.097 27.586 -16.239
H -10.611 24.705 -15.491
H -12.129 25.020 -16.186
H -11.756 25.505 -14.495
H -10.407 27.376 -15.213
H -10.558 26.099 -17.952
H -9.054 26.923 -17.148
C -10.508 29.931 -11.486
C -10.975 31.413 -11.304
C -12.283 31.838 -11.974
O -13.176 31.243 -11.113
C -12.640 31.309 -9.891
O -13.239 31.000 -8.883
O -11.361 31.652 -9.965
H -9.647 29.989 -12.152
H -11.228 29.326 -12.037
H -10.178 29.355 -10.621
H -10.173 32.133 -11.466
H -12.191 31.389 -12.963
H -12.457 32.913 -12.023
C -0.932 36.725 -11.758
C -0.910 35.216 -11.752
C -1.679 34.547 -10.678
O -2.564 33.767 -11.416
C -2.310 33.787 -12.705
O -2.945 33.127 -13.532
O -1.472 34.760 -12.935
H -0.543 37.004 -12.737
H -0.198 37.015 -11.005
H -1.888 37.205 -11.551
H 0.139 34.968 -11.585
H -2.098 35.375 -10.108
H -1.036 33.918 -10.062
C -2.185 29.347 -11.268
C -3.408 30.204 -11.180
C -4.342 30.245 -12.394
O -5.561 29.814 -11.834
C -5.539 29.652 -10.442
O -6.422 29.271 -9.731
O -4.229 29.666 -10.116
H -1.588 29.189 -10.370
H -1.432 29.707 -11.969
H -2.449 28.376 -11.686
H -3.071 31.217 -10.961
H -3.967 29.620 -13.205
H -4.568 31.273 -12.675
C -6.068 32.794 -14.958
C -6.688 31.624 -15.812
C -5.900 30.318 -15.682
O -6.842 29.363 -15.405
C -8.000 29.923 -15.149
O -9.005 29.310 -14.696
O -7.848 31.255 -15.164
H -5.938 32.657 -13.884
H -6.746 33.647 -14.978
H -5.098 33.111 -15.340
H -6.766 31.967 -16.844
H -5.139 30.474 -14.918
H -5.286 30.062 -16.546
C -6.798 25.613 -14.734
C -5.994 26.595 -13.874
C -6.364 26.411 -12.369
O -5.091 26.537 -11.704
C -4.154 26.097 -12.581
O -3.051 25.670 -12.206
O -4.674 26.154 -13.871
H -7.009 24.599 -14.395
H -6.193 25.384 -15.611
H -7.747 26.102 -14.952
H -5.933 27.619 -14.240
H -6.739 25.406 -12.178
H -7.084 27.176 -12.079
C -0.222 25.829 -14.593
C -0.851 26.521 -15.783
C -2.267 25.983 -16.121
O -3.085 27.115 -16.253
C -2.476 28.135 -15.556
O -2.987 29.239 -15.323
O -1.174 27.799 -15.347
H 0.046 24.785 -14.757
H -0.822 25.892 -13.685
H 0.741 26.318 -14.446
H -0.220 26.646 -16.664
H -2.581 25.301 -15.331
H -2.222 25.444 -17.067
C 0.265 35.026 -19.553
C -0.673 34.186 -18.566
C -2.043 33.918 -19.264
C -3.043 32.908 -18.481
C -2.306 31.576 -18.227
C -0.862 31.751 -17.529
N -0.060 32.853 -18.228
O 1.153 32.990 -17.614
C -1.165 32.022 -16.052
C -0.169 30.379 -17.684
C -0.942 35.029 -17.228
H 1.037 35.473 -18.927
H -0.126 35.818 -20.192
H 0.694 34.375 -20.315
H -2.640 34.821 -19.397
H -1.871 33.681 -20.313
H -3.918 32.711 -19.101
H -3.319 33.326 -17.513
H -1.991 30.970 -19.077
H -2.943 31.046 -17.520
H -1.842 32.825 -15.761
H -1.516 31.070 -15.653
H -0.228 32.264 -15.551
H 0.836 30.555 -17.300
H -0.731 29.624 -17.134
H -0.180 30.127 -18.744
H -1.930 34.794 -16.832
H -0.860 36.103 -17.399
H -0.248 34.843 -16.408
H 1.739 32.477 -18.175
C -14.182 36.635 -16.154
C -13.405 35.472 -15.465
C -13.876 34.172 -16.166
C -12.944 32.989 -16.131
C -11.524 33.485 -16.505
C -10.998 34.676 -15.662
N -11.946 35.806 -15.734
O -11.519 37.072 -15.222
C -10.686 34.252 -14.211
C -9.705 35.106 -16.425
C -13.814 35.440 -13.943
H -13.895 37.590 -15.716
H -15.267 36.534 -16.138
H -14.064 36.699 -17.236
H -14.755 33.930 -15.567
H -14.231 34.435 -17.162
H -13.334 32.195 -16.768
H -13.049 32.549 -15.139
H -11.663 33.620 -17.577
H -10.783 32.685 -16.523
H -10.239 35.031 -13.592
H -11.576 33.893 -13.695
H -10.071 33.354 -14.165
H -8.900 34.383 -16.296
H -9.866 35.212 -17.498
H -9.317 36.001 -15.939
H -13.568 34.430 -13.615
H -14.851 35.730 -13.778
H -13.185 36.172 -13.435
H -11.556 36.883 -14.282
C -7.072 35.186 -6.313
C -6.589 34.332 -7.559
C -7.382 33.006 -7.433
C -7.295 32.152 -8.716
C -7.796 32.867 -9.929
C -7.185 34.325 -10.057
N -7.114 35.025 -8.757
O -6.593 36.350 -8.932
C -5.798 34.143 -10.771
C -8.106 35.194 -10.998
C -5.085 34.004 -7.552
H -6.884 34.688 -5.362
H -8.151 35.314 -6.403
H -6.743 36.219 -6.197
H -6.924 32.457 -6.610
H -8.401 33.360 -7.277
H -7.718 31.154 -8.599
H -6.263 31.831 -8.860
H -8.880 32.786 -9.841
H -7.556 32.283 -10.817
H -5.768 33.730 -11.779
H -5.233 35.074 -10.731
H -5.186 33.422 -10.229
H -8.275 34.817 -12.006
H -9.033 35.244 -10.427
H -7.896 36.258 -11.110
H -4.503 34.865 -7.881
H -4.733 33.225 -8.229
H -4.778 33.749 -6.538
H -7.404 36.852 -8.823
C -10.687 30.933 -19.918
C -9.211 31.066 -20.379
C -9.006 30.535 -21.829
C -7.645 30.916 -22.423
C -7.573 32.486 -22.393
C -7.782 33.193 -21.014
N -8.981 32.517 -20.387
O -9.280 33.219 -19.169
C -6.476 33.111 -20.154
C -8.059 34.718 -21.226
C -8.280 30.301 -19.434
H -11.362 31.498 -20.561
H -10.922 31.359 -18.943
H -10.909 29.882 -20.099
H -9.169 29.458 -21.811
H -9.814 30.942 -22.436
H -7.631 30.625 -23.473
H -6.807 30.398 -21.956
H -8.236 32.932 -23.135
H -6.533 32.663 -22.665
H -6.698 33.515 -19.166
H -6.180 32.063 -20.115
H -5.662 33.716 -20.555
H -9.055 34.877 -21.639
H -8.039 35.321 -20.318
H -7.391 35.260 -21.896
H -8.502 30.599 -18.409
H -7.237 30.526 -19.655
H -8.455 29.232 -19.556
H -9.988 33.803 -19.452
C -8.166 38.885 -15.655
C -7.169 39.062 -14.549
C -7.320 38.048 -13.459
C -6.716 36.670 -13.673
C -5.209 36.875 -13.996
C -4.951 37.854 -15.218
N -5.759 39.082 -15.061
O -5.523 40.081 -15.968
C -3.397 38.176 -15.058
C -5.160 37.107 -16.492
C -7.436 40.433 -13.893
H -9.176 39.037 -15.274
H -8.069 37.863 -16.020
H -7.975 39.670 -16.386
H -7.011 38.449 -12.493
H -8.374 37.852 -13.260
H -7.188 36.138 -14.499
H -6.647 35.941 -12.866
H -4.874 35.855 -14.183
H -4.535 37.179 -13.195
H -3.061 39.005 -15.681
H -3.023 38.391 -14.057
H -2.673 37.397 -15.299
H -4.715 36.111 -16.505
H -6.222 36.890 -16.603
H -4.891 37.654 -17.396
H -8.253 40.424 -13.170
H -7.622 41.250 -14.590
H -6.586 40.677 -13.256
H -5.855 39.608 -16.734
```

As for the multiplicity: 1. The energy above the lowest of the compared OMol25 structures with the same formula, charge and spin comes out at 517.10 kJ/mol. The highest occupied orbital energy comes out at -8.0947 eV. The energy comes out at -5093.4233 Ha. For the LUMO energy, the calculation gives 0.24 eV.

=====

Which of these has the lowest highest occupied orbital energy? C73H137N5O26